Entry 1:
Molecular formula: C32H45N3O5ReS2Se2
Method: DFT, the ωB97M-V functional and the def2-TZVPD basis

Geometry as XYZ:
```
90
Properties=species:S:1:pos:R:3:forces:R:3
Re -0.26080 0.03663 0.52478 0.0 -0.2 0.0
O 3.48165 0.99581 2.02159 -0.1 -0.1 -0.1
C 2.27704 0.62897 1.75622 0.1 -0.1 0.1
O 1.76109 0.68418 0.62111 -0.1 0.0 0.1
C 1.47867 0.10347 2.89879 0.1 0.0 -0.1
C 1.87131 -0.05259 4.21640 0.0 0.0 0.0
C 0.94622 -0.57243 5.11894 0.0 0.0 -0.1
C -0.32972 -0.91535 4.67949 0.0 0.0 0.1
C -0.64692 -0.73041 3.34298 -0.1 0.0 -0.1
N 0.25068 -0.22400 2.48645 0.1 0.1 0.3
C -1.92718 -0.99593 2.62838 -0.1 -0.1 -0.1
O -2.98063 -1.50254 3.17123 0.1 0.0 0.0
O -1.99145 -0.69561 1.41172 0.1 0.0 0.3
H 3.95185 1.34488 1.23937 0.0 0.0 0.0
H 2.87212 0.22114 4.52477 0.0 0.0 0.0
H 1.21811 -0.71465 6.15623 0.0 0.0 0.0
H -1.04768 -1.32056 5.38214 0.0 0.0 0.0
H -2.89454 -1.78220 4.09820 0.0 0.0 0.0
C -3.99651 5.00713 -1.81950 0.0 0.0 0.0
Se -2.47449 3.91405 -1.39255 0.1 0.0 0.1
C -3.36512 2.20046 -1.11651 -0.1 0.0 0.0
C -2.91928 1.16181 -2.14468 0.0 0.0 0.1
Se -1.33975 0.02162 -1.78428 -0.1 0.0 -0.3
C -2.30696 -1.67625 -1.78795 0.0 0.0 -0.1
H -4.65141 5.04558 -0.94817 0.0 0.0 0.0
H -4.51237 4.54442 -2.66222 0.0 0.0 0.0
H -3.62981 5.99558 -2.08367 0.0 0.0 0.0
H -4.42917 2.40171 -1.24161 0.0 0.0 0.0
H -3.17702 1.90657 -0.08389 0.0 0.0 -0.1
H -2.73392 1.60086 -3.12430 0.0 0.0 0.0
H -3.71779 0.43042 -2.26646 0.0 0.0 0.0
H -2.71120 -1.81283 -2.78768 0.0 0.0 0.0
H -3.09023 -1.63780 -1.03587 0.0 0.0 0.0
H -1.58907 -2.45664 -1.55371 0.0 0.0 0.0
C 1.98130 -6.59306 -2.30529 0.0 0.0 0.0
C 2.08986 -6.91250 -0.81569 0.0 0.0 0.0
C 1.64621 -5.78950 0.12201 0.0 0.0 0.0
C 2.52928 -4.54344 0.10444 -0.1 0.0 -0.1
N 2.29624 -3.66667 -1.06554 0.1 0.0 -0.1
C 1.55301 -2.58376 -1.13381 -0.2 -0.1 0.0
S 0.57820 -2.20267 0.29622 0.1 0.2 0.0
N 1.52082 -1.84518 -2.23561 0.0 0.1 0.1
C 2.25908 -2.12856 -3.48398 0.0 0.0 0.0
C 1.55461 -3.15281 -4.36488 0.0 0.0 0.0
C 0.23699 -2.63837 -4.93419 0.0 0.0 0.0
C -0.45314 -3.67303 -5.81594 0.0 0.0 0.0
H 2.02014 -7.50290 -2.90152 0.0 0.0 0.0
H 2.80841 -5.97037 -2.66320 0.0 0.0 0.0
H 1.03659 -6.09319 -2.53604 0.0 0.0 0.0
H 3.11734 -7.19374 -0.57146 0.0 0.0 0.0
H 1.48357 -7.79196 -0.59673 0.0 0.0 0.0
H 1.65280 -6.16426 1.14740 0.0 0.0 0.0
H 0.61464 -5.49508 -0.10025 0.0 0.0 0.0
H 3.58374 -4.81908 0.07079 0.0 0.0 0.0
H 2.37354 -3.93776 0.99400 0.0 0.0 0.0
H 2.73884 -3.96600 -1.92475 0.0 0.0 0.0
H 0.90349 -1.04811 -2.24425 0.1 -0.2 0.0
H 3.27877 -2.42247 -3.22567 0.0 0.0 0.0
H 2.33774 -1.17445 -4.00465 0.0 0.0 0.0
H 1.37560 -4.07498 -3.80615 0.0 -0.1 0.0
H 2.23504 -3.41349 -5.17866 0.0 0.0 0.0
H 0.42904 -1.72767 -5.50995 0.0 0.0 0.0
H -0.43342 -2.35625 -4.10985 0.0 0.0 0.0
H 0.17773 -3.93548 -6.66526 0.0 0.0 0.0
H -1.39580 -3.29753 -6.21035 0.0 0.0 0.0
H -0.66104 -4.58914 -5.26064 0.0 0.0 0.0
O -0.89033 2.06623 0.88955 0.1 -0.1 -0.3
S -0.73110 2.79784 2.26463 -0.1 -0.1 0.3
C -1.74086 4.22909 2.15014 0.0 0.2 -0.1
C -1.36595 5.31657 1.35100 0.0 0.1 0.1
C -2.17414 6.44475 1.34746 0.0 0.0 0.0
C -3.32118 6.48825 2.14110 0.0 0.0 0.0
C -3.67065 5.40890 2.93884 0.0 -0.1 0.0
C -2.87467 4.26556 2.95018 -0.1 0.0 -0.1
C 0.90403 3.48232 2.25825 0.0 0.0 0.0
C 1.64499 3.58182 1.08821 0.0 0.2 0.0
C 2.90712 4.16042 1.15310 -0.1 0.0 0.0
C 3.40215 4.62237 2.36760 0.0 0.0 0.0
C 2.64382 4.51386 3.52894 0.0 0.0 0.0
C 1.38364 3.93685 3.48365 0.1 0.0 0.0
H -0.41322 5.32312 0.83530 -0.1 0.0 -0.1
H -1.88627 7.31266 0.76845 0.0 0.0 0.0
H -3.92400 7.38652 2.16115 0.0 0.0 0.0
H -4.55062 5.45944 3.56518 0.0 0.0 0.0
H -3.13429 3.42531 3.58147 0.0 0.0 0.0
H 1.24336 3.22700 0.14808 0.0 0.0 0.0
H 3.49665 4.27053 0.25220 0.0 0.0 0.0
H 4.38121 5.08036 2.40873 0.0 0.0 0.0
H 3.03183 4.88479 4.46744 0.0 0.0 0.0
H 0.78354 3.86338 4.38313 0.0 0.0 0.0
```
Forces are in eV/Å.

Values from the calculation:
Multiplicity = 4
Total charge = +4
Frontier orbital gap (alpha / beta) = 6.90 / 4.97 eV
Calculated total energy = -203078.464 eV

---

Entry 2:
Molecular formula: C7H14N2OS
Method: DFT, the ωB97M-V functional and the def2-TZVPD basis

Geometry as XYZ:
```
25
Properties=species:S:1:pos:R:3:forces:R:3
C 0.68509 1.33941 0.84165 0.5 1.0 2.1
C 1.99205 1.29672 0.27522 0.6 -1.8 -1.4
C -0.27545 0.48758 0.50856 0.2 1.3 -0.8
C 2.70879 2.58613 -0.01499 0.3 -0.7 2.3
C -3.42918 -0.18284 -0.03783 -2.6 1.0 -3.3
C 1.57753 -2.23290 -1.11719 0.2 -1.9 2.8
C -2.33876 -0.43684 0.89136 1.1 -1.1 2.6
N 2.53146 0.17419 -0.20430 -0.9 1.7 0.4
N 0.83592 -1.50667 1.27865 0.1 -0.2 1.9
O -1.41117 0.67382 1.17969 -1.9 -1.7 -0.6
S 2.13382 -1.33357 0.42194 0.8 -1.1 -0.7
H 0.38544 1.87879 1.78192 0.9 0.2 -1.2
H -0.19252 0.00803 -0.47440 -0.7 -0.4 0.6
H 2.52095 2.80525 -1.02601 -0.3 0.7 -1.3
H 3.79522 2.42855 0.10896 -0.5 0.4 0.1
H 2.26268 3.32643 0.69143 0.7 -0.1 -0.8
H -3.17638 0.53554 -0.88882 0.4 -1.2 0.8
H -3.92844 -1.12208 -0.55508 1.3 1.7 1.3
H -4.25868 0.40236 0.37227 0.0 -0.4 0.5
H 1.76704 -3.39043 -0.83636 -0.3 2.8 -1.0
H 1.99566 -1.84802 -2.01241 0.7 0.0 -0.7
H 0.51814 -2.03885 -1.04682 -0.4 -0.2 -0.3
H -1.65908 -1.17098 0.52770 0.1 -1.0 -0.4
H -2.70427 -0.88099 1.88615 0.5 1.0 -1.2
H 1.13785 -1.46571 2.30122 -0.5 0.0 -1.7
```
Forces are in eV/Å.

Values from the calculation:
Multiplicity = 1
Total charge = 0
Frontier orbital gap = 8.84 eV
Calculated total energy = -23344.610 eV

---

Entry 3:
Molecular formula: C17H24BiF9GeO3
Method: DFT, the ωB97M-V functional and the def2-TZVPD basis

Geometry as XYZ:
```
55
Properties=species:S:1:pos:R:3:forces:R:3
Bi -2.10938 0.10137 -1.68446 0.1 0.1 -0.2
C -4.26072 -1.06872 -1.25882 0.0 0.0 0.0
C -4.62997 -0.26778 -2.37256 0.0 0.0 0.0
C -4.53584 1.08438 -1.99712 0.0 0.0 0.0
C -4.11393 1.15020 -0.63343 0.0 0.0 0.0
C -3.95191 -0.18529 -0.16183 0.0 0.0 0.0
H -4.27057 -2.14828 -1.21043 0.0 0.0 0.0
H -4.92692 -0.64033 -3.34181 0.0 0.0 0.0
H -4.75725 1.93576 -2.62394 0.0 0.0 0.0
H -4.00171 2.04790 -0.04314 0.0 0.0 0.0
H -3.72378 -0.48610 0.85056 0.0 0.0 0.0
F 2.51472 -2.33678 -1.80975 0.0 0.0 0.0
C 1.59184 -3.18380 -2.33620 -0.1 0.0 0.1
F 2.09543 -3.74034 -3.41367 0.0 0.0 0.0
F 1.34406 -4.10800 -1.41802 0.0 0.0 0.0
C 0.31210 -2.35139 -2.64626 0.0 -0.1 -0.1
O 0.02176 -1.47256 -1.60792 0.0 0.0 0.0
C 0.51891 -1.52576 -3.95532 0.0 0.0 0.0
F 0.39183 -2.25249 -5.04134 0.0 0.0 0.0
F -0.41658 -0.53580 -3.99558 0.0 0.0 0.0
F 1.70268 -0.92590 -3.93728 0.0 0.0 0.0
C -0.92398 -3.28703 -2.77802 0.0 0.0 0.1
F -1.28285 -3.75110 -1.58545 0.0 0.0 0.0
F -1.97346 -2.54073 -3.22600 0.0 0.0 0.0
F -0.72559 -4.28341 -3.60668 0.0 0.0 0.0
O -0.16799 1.78009 0.15041 0.0 0.0 -0.1
O -0.42874 0.37689 -0.06047 0.0 -0.1 0.2
C 4.20879 0.09131 0.77684 0.0 0.0 0.1
C 3.79752 -0.63753 2.05104 0.0 0.0 0.0
C 2.28824 -0.78538 2.22351 0.0 -0.1 0.1
C 1.60796 -1.59340 1.10311 0.0 0.0 -0.1
Ge 1.17359 -0.55434 -0.45539 0.0 0.1 0.0
C -0.52564 2.09453 1.51198 0.0 0.1 0.1
C -0.06985 3.52035 1.74737 0.0 0.0 0.0
C -0.45230 4.00993 3.14610 0.0 0.0 0.0
C 0.20192 3.21909 4.27431 0.0 0.0 0.0
H 5.27867 0.29204 0.77109 0.0 0.0 0.0
H 3.70279 1.05813 0.68900 0.0 0.0 0.0
H 4.00310 -0.49967 -0.12164 0.0 0.0 0.0
H 4.18671 -0.10078 2.91670 0.0 0.0 0.0
H 4.25582 -1.62932 2.07345 0.0 0.0 0.0
H 1.83260 0.20559 2.32898 0.0 0.0 0.0
H 2.08300 -1.31193 3.15697 0.0 0.0 0.0
H 0.64743 -2.00054 1.42774 0.0 0.0 0.0
H 2.23359 -2.43051 0.78751 0.0 0.0 0.0
H 1.97636 0.43367 -1.27755 0.0 0.0 0.0
H -0.02720 1.38955 2.17787 0.0 0.0 0.0
H -1.60988 1.99512 1.63185 0.0 0.0 0.0
H -0.51847 4.16775 0.99062 0.0 0.0 0.0
H 1.01436 3.56852 1.61974 0.0 0.0 0.0
H -1.54015 3.99318 3.25650 0.0 0.0 0.0
H -0.15577 5.05653 3.21686 0.0 0.0 0.0
H -0.15874 2.18936 4.32500 0.0 0.0 0.0
H -0.01404 3.67840 5.23737 0.0 0.0 0.0
H 1.28743 3.19532 4.15759 0.0 0.0 0.0
```
Forces are in eV/Å.

Values from the calculation:
Multiplicity = 1
Total charge = +2
Frontier orbital gap = 8.49 eV
Calculated total energy = -110956.419 eV

---

Entry 4:
Molecular formula: C5H10Cl10
Method: DFT, the ωB97M-V functional and the def2-TZVPD basis

Geometry as XYZ:
```
25
Properties=species:S:1:pos:R:3:forces:R:3
C -0.59404 0.55219 2.91610 0.3 0.9 0.1
Cl -1.53811 1.98896 3.37847 0.0 -0.5 0.0
Cl 0.69480 1.11877 1.77553 0.8 1.5 4.5
H -0.09988 0.14762 3.79941 -0.1 0.1 -0.3
H -1.25197 -0.18747 2.45991 0.2 0.2 -0.2
C -0.01280 1.91861 -3.61147 -0.8 2.0 -3.7
Cl 0.16838 2.28728 -5.36063 0.1 0.0 -0.2
Cl -0.33047 3.44499 -2.74875 -0.2 -0.1 -0.3
H -0.81262 1.18147 -3.54069 0.0 0.9 -0.5
H 0.93627 1.49460 -3.28350 0.4 1.2 -2.1
C 3.30450 -0.05114 0.85845 0.0 -0.2 0.3
Cl 2.37549 -0.52148 -0.56682 5.5 -1.0 -0.7
Cl 3.76593 -1.46654 1.83773 0.2 0.3 -0.2
H 4.14880 0.54905 0.51929 0.1 -0.4 0.2
H 2.60826 0.51535 1.47687 1.0 -0.2 -0.3
C -2.54842 -2.42501 0.64451 -3.1 -2.6 2.4
Cl -1.72077 -3.96456 0.77169 0.5 -0.2 0.5
Cl -3.46931 -2.53550 -0.92807 -0.6 0.0 1.1
H -3.22676 -2.31768 1.49093 -0.5 -0.4 -0.3
H -1.83258 -1.60479 0.59063 -1.7 -1.6 2.3
C -0.07425 0.02252 -0.32607 -1.7 -0.5 -1.2
Cl -1.27227 -1.13100 -0.76994 3.4 3.5 -6.0
Cl 0.39920 0.83087 -1.84764 -0.2 -2.9 6.3
H -0.39822 0.71499 0.45088 -1.3 -0.6 -2.3
H 0.78080 -0.56215 0.01326 -2.3 0.6 0.4
```
Forces are in eV/Å.

Values from the calculation:
Multiplicity = 1
Total charge = 0
Frontier orbital gap = 9.34 eV
Calculated total energy = -130562.174 eV

---

Entry 5:
Molecular formula: C4H6O2
Method: DFT, the ωB97M-V functional and the def2-TZVPD basis

Geometry as XYZ:
```
12
Properties=species:S:1:pos:R:3:forces:R:3
O 1.53572 1.29513 0.72579 0.1 0.2 0.4
C 2.03050 0.27668 -0.12272 0.2 -0.2 -0.2
C 0.86493 -0.49899 -0.57129 -0.7 0.1 0.3
C -0.32085 -0.70765 -0.46700 0.5 0.0 -0.2
C -1.77176 -0.65586 -0.31437 -0.1 -0.3 0.2
O -2.29029 0.58149 -0.75255 -0.1 0.1 -0.3
H 0.80736 0.90136 1.22694 0.2 0.2 -0.1
H 2.74737 -0.36313 0.41059 -0.1 0.1 -0.2
H 2.54252 0.77226 -0.95644 -0.1 -0.2 0.2
H -2.24778 -1.51598 -0.80058 0.0 0.1 0.0
H -2.00573 -0.69835 0.75337 0.0 -0.2 -0.1
H -1.88270 0.78912 -1.60196 -0.1 0.0 0.1
```
Forces are in eV/Å.

Values from the calculation:
Multiplicity = 1
Total charge = 0
SMILES string = OCC#CCO
Frontier orbital gap = 10.75 eV
Calculated total energy = -8337.384 eV

---

Ordered relative energy (zero: lowest compared OMol25 entry of this formula, charge and spin) results: 25.9, 42.9, 2.9, 216.9, 71.0; unit kcal per mole.